A cluster of 9 separate species, C42H102N6O9 in total, computed with ωB97M-V with the def2-TZVPD basis set.

Positions of all 159 atoms, in Å:
O1 2.4156 2.8267 3.8988
O2 7.0423 3.1480 -1.5909
O3 -5.8086 1.7622 -1.0282
O4 -0.4431 -0.7651 4.2119
O5 -1.0154 0.5263 1.5934
O6 -2.4563 3.0571 -2.5541
O7 2.0101 -1.6374 -1.8984
O8 4.0286 -5.5542 4.6336
O9 2.1654 -0.9926 -4.5586
N1 4.1733 -5.2790 3.2181
N2 4.7493 1.8193 -2.5704
N3 -6.4295 1.1914 0.0993
N4 0.8497 5.0048 4.5963
N5 0.7815 -1.3166 -4.6596
N6 -1.7197 3.2757 1.1964
C1 -4.3193 -0.0112 0.7043
C2 -7.6690 0.6116 2.6223
C3 -0.9345 -2.9220 -5.5438
C4 -4.8760 2.2729 1.8475
C5 0.1706 0.7273 -5.9138
C6 3.1584 -4.7888 1.0300
C7 -3.3942 2.3044 -3.2844
C8 0.5064 3.6685 4.9755
C9 1.9810 -6.0728 2.7621
C10 -0.1271 3.5332 -0.5363
C11 7.1476 4.5600 -1.8152
C12 -8.4831 0.8662 1.3734
C13 -0.9997 3.5074 5.1875
C14 -7.8346 3.2647 0.6715
C15 3.3693 2.2261 -0.7144
C16 -0.1050 -0.1564 -4.6921
C17 4.3678 -4.0015 0.6409
C18 -0.0129 0.6558 -3.4179
C19 -8.7287 1.6515 -0.8619
C20 -7.7733 1.7599 0.3126
C21 -1.6308 -1.4664 4.5190
C22 -5.4514 0.9417 1.1893
C23 -6.2465 0.1048 2.3282
C24 4.5826 2.7894 -1.5128
C25 3.1080 2.4910 2.7105
C26 0.5600 -2.5287 -5.4373
C27 1.2752 -3.6889 -4.7069
C28 1.2251 -2.6024 -1.3077
C29 5.5621 -4.7433 2.8524
C30 -1.5887 -0.6887 -4.7441
C31 2.3967 -3.5844 3.1105
C32 5.9813 2.7443 -0.7416
C33 -1.6455 3.6844 -0.1835
C34 1.1691 -2.4619 -6.8927
C35 -1.8141 -1.7299 -5.8160
C36 0.2405 0.0803 1.1355
C37 6.6414 -5.7645 3.0858
C38 5.8599 -3.4352 3.4674
C39 5.5396 -4.6416 1.2976
C40 2.9810 -4.8942 2.5782
C41 1.0359 2.8124 3.7720
C42 -2.5971 2.8569 -1.1398
H1 6.7058 -5.9484 4.1583
H2 -5.5745 2.6332 2.6028
H3 4.7400 0.9247 -2.1016
H4 4.4130 -3.7905 -0.4276
H5 2.6285 1.6933 2.1431
H6 -9.6960 1.9172 -0.4354
H7 -2.6542 3.4843 1.5180
H8 6.9090 -3.2185 3.2663
H9 2.4434 -7.0475 2.6063
H10 1.0460 -4.6434 -5.1808
H11 1.1784 -2.4584 -0.2283
H12 1.4206 -6.0915 3.6968
H13 1.1791 1.1352 -5.9810
H14 3.0571 -2.7185 3.0630
H15 5.7381 1.8108 -2.7760
H16 -0.6490 1.5405 -3.3873
H17 -2.2966 0.1288 -4.8804
H18 0.5980 1.8201 3.8797
H19 2.0461 -3.7654 4.1265
H20 -0.4566 -0.4339 3.3109
H21 -1.7127 4.0048 4.5299
H22 0.0929 2.4697 -0.6296
H23 -8.5103 2.3741 -1.6482
H24 3.6604 -4.7181 4.9286
H25 -3.9912 2.0596 2.4474
H26 -0.4387 1.6291 -5.9744
H27 2.4981 1.9245 -1.2958
H28 4.4038 3.7991 -1.8822
H29 -1.3511 -3.6056 -4.8040
H30 6.2731 1.7269 -0.4808
H31 0.6577 -0.6795 1.7965
H32 -1.5842 -1.2952 -6.7888
H33 2.2843 -4.3121 0.5862
H34 1.4901 -3.2703 2.5932
H35 1.2339 -6.0111 1.9708
H36 -3.5293 1.2813 -2.9335
H37 3.0238 3.3163 2.0034
H38 7.8787 4.8050 -2.5856
H39 2.9370 2.8873 0.0367
H40 5.6052 -5.5942 0.7720
H41 -5.7565 2.6967 -0.8149
H42 5.9396 3.3708 0.1494
H43 1.5595 -3.6208 -1.5055
H44 0.7380 -1.7405 -7.5869
H45 -4.3394 2.8454 -3.2397
H46 0.1814 -0.2076 0.0859
H47 5.2357 -2.6020 3.1446
H48 -4.6442 -0.9835 0.3340
H49 2.4288 -0.8176 -5.4650
H50 -7.3047 3.6450 1.5448
H51 1.8432 5.1739 4.5305
H52 -2.4827 -0.8253 4.7457
H53 0.6231 3.1698 2.8286
H54 0.9876 1.0778 -3.3229
H55 -3.6907 0.4276 -0.0706
H56 -0.0868 0.2508 -6.8598
H57 -2.0010 4.7138 -0.2298
H58 -7.5830 1.5349 3.1953
H59 4.1560 -2.9932 0.9967
H60 2.3534 -3.5642 -4.6072
H61 0.9261 0.9181 1.0091
H62 -8.7278 -0.1055 0.9444
H63 -8.8983 0.6944 -1.3551
H64 1.0501 3.3461 5.8636
H65 0.6821 5.5041 5.4581
H66 0.8841 -3.8014 -3.6957
H67 -7.4326 3.8978 -0.1195
H68 -2.4386 1.8006 -0.9224
H69 -5.7215 0.2520 3.2720
H70 0.4978 4.0158 0.2151
H71 -2.0444 -1.0270 -3.8135
H72 -1.1741 1.4664 1.4813
H73 -1.2058 3.9962 1.6832
H74 1.8450 -1.6409 -2.8441
H75 0.3043 -2.6429 -1.8896
H76 6.2879 4.9948 -2.3250
H77 -9.4488 1.3290 1.5768
H78 3.2672 -5.8223 0.7012
H79 -1.3028 2.4631 5.2618
H80 5.9062 -3.5385 4.5515
H81 -1.2097 3.8897 6.1865
H82 4.1696 2.2664 2.8140
H83 -3.6096 -0.3109 1.4754
H84 6.4073 -4.1466 0.8616
H85 -1.4632 -2.0578 5.4192
H86 7.6828 -5.5313 2.8641
H87 0.0226 3.9686 -1.5243
H88 -8.8889 3.5398 0.7027
H89 -3.6345 3.0496 -0.8664
H90 -1.9949 -2.1012 3.7112
H91 7.4861 5.2494 -1.0417
H92 3.5940 1.2677 -0.2464
H93 -4.6091 3.0143 1.0945
H94 -6.2549 -0.9678 2.1340
H95 2.1838 -2.0708 -6.8194
H96 -1.1195 -3.4135 -6.4990
H97 -8.2162 -0.1247 3.2110
H98 1.2703 -3.4166 -7.4088
H99 -3.1484 2.1660 -4.3373
H100 6.2746 -6.7218 2.7154
H101 -0.1716 0.0680 -2.5138
H102 -2.8528 -2.0304 -5.9536

Atomic forces in eV per Å
O 1.52 -0.43 -0.46
O 0.37 1.37 0.01
O -0.05 -0.06 0.17
O 0.36 -0.39 0.42
O -0.07 -1.65 0.74
O 1.20 0.24 0.81
O 1.23 0.66 0.60
O 0.87 -0.04 -3.04
O -0.89 0.05 -0.36
N 1.88 1.01 3.27
N 0.53 -0.44 -1.04
N -0.14 -1.00 -0.19
N -0.37 1.81 1.16
N -0.43 -0.50 1.36
N -0.90 -0.25 0.75
C 0.25 0.28 -0.25
C 0.15 0.27 -0.35
C -0.37 0.33 -1.61
C -0.33 -1.45 0.06
C -0.41 0.62 -0.68
C 0.25 -0.37 0.13
C -0.76 0.03 -0.06
C 0.20 -1.54 -2.68
C -0.69 -0.13 -0.01
C -1.66 0.31 -0.94
C 0.12 0.49 -1.48
C 0.56 0.25 -0.04
C -0.02 -0.16 1.09
C 0.24 0.33 -0.05
C -0.10 0.51 0.49
C -1.60 0.07 -0.36
C -1.37 1.42 0.70
C 1.14 0.58 0.53
C -0.24 0.29 -1.04
C -0.16 -0.73 1.05
C -0.43 0.08 0.02
C -0.81 -0.79 1.37
C 0.11 1.22 -0.34
C 0.42 -1.63 1.43
C -0.72 0.51 -0.86
C 0.36 -1.47 -0.99
C -0.21 -0.09 0.22
C -0.51 -0.92 -0.99
C 0.18 -1.16 -3.72
C -0.75 0.50 -0.41
C -0.30 0.38 1.01
C -1.18 1.08 -0.09
C 0.85 -0.01 -2.13
C 0.48 0.80 0.42
C -0.08 0.77 0.40
C -0.08 1.46 -1.22
C -0.57 -1.49 2.57
C 0.37 0.85 1.40
C 0.55 0.38 -1.74
C -2.14 -0.67 -2.15
C -1.70 -0.31 1.81
C 0.44 -0.23 0.42
H -0.05 -0.01 0.37
H -0.27 0.40 -0.43
H -0.80 -0.54 0.05
H 0.40 -0.74 -0.13
H -0.05 -0.56 0.39
H -0.12 0.14 -0.24
H -0.44 -0.44 0.25
H -0.07 0.10 -0.54
H 0.29 0.11 0.17
H 0.18 0.05 -0.32
H -0.50 0.22 -0.11
H 0.36 0.16 0.16
H 0.26 -0.41 0.20
H 0.18 -0.25 0.12
H 0.37 0.56 -0.95
H -0.42 -0.24 -0.30
H 0.49 0.65 -0.59
H 0.33 -0.59 0.03
H 0.14 0.35 0.28
H -0.66 0.33 -0.13
H 0.55 0.17 -0.43
H 0.14 -0.05 0.21
H 0.07 0.04 -0.04
H -0.59 0.48 0.66
H 0.26 -0.28 -0.27
H -0.31 0.05 0.61
H 0.26 0.42 -0.87
H -0.06 -0.09 -0.09
H 0.38 0.36 0.54
H -0.51 -0.13 0.19
H 0.04 -0.08 -0.20
H 0.35 -0.02 -0.13
H -0.26 -0.46 0.32
H 0.05 -0.49 -0.38
H 0.02 0.28 -0.03
H -0.02 -0.02 0.56
H 0.20 0.44 0.06
H 0.51 -1.01 -0.12
H 0.41 0.13 0.06
H 0.07 -0.65 0.74
H 0.17 0.61 -0.18
H 0.16 0.08 0.28
H 0.78 -0.44 0.26
H -0.70 -0.13 0.18
H -0.37 -0.30 -0.05
H -0.19 -0.96 0.01
H 0.07 -0.13 0.11
H -0.71 0.25 -0.24
H 0.48 0.31 -0.26
H -0.23 -0.56 0.38
H 0.42 -0.71 -0.46
H 0.07 0.48 0.05
H 0.38 0.58 -0.23
H 0.30 -0.09 0.02
H -0.22 0.12 -0.07
H 0.32 -0.38 0.04
H 0.39 0.34 -0.49
H -0.14 0.06 0.20
H 0.38 0.40 0.37
H 0.00 0.07 -0.28
H 0.40 0.14 0.72
H 0.17 -0.01 -0.41
H 0.59 -0.27 0.34
H -0.08 -0.34 0.15
H -0.53 0.99 0.03
H -0.14 0.24 0.05
H 0.09 -0.17 -0.47
H 0.17 -0.27 0.03
H 0.46 -0.19 -0.06
H 0.02 -0.03 -0.08
H 1.01 -0.58 0.60
H 0.07 1.03 -0.22
H 0.56 -0.07 0.38
H 0.02 0.17 -0.27
H -0.99 0.32 0.94
H -0.70 -0.20 0.54
H 0.03 0.10 0.33
H -0.22 -0.02 -0.43
H 0.24 -0.20 -0.22
H -0.53 0.22 0.21
H -0.19 0.24 0.10
H -0.16 0.03 0.68
H -0.15 0.55 0.54
H 0.54 0.21 0.96
H 0.17 -0.11 -0.14
H -0.48 0.35 -0.89
H 0.35 0.10 0.06
H 0.07 0.12 0.36
H -0.12 0.20 0.12
H 0.30 -0.28 -0.14
H -0.42 -0.69 1.00
H 0.57 0.02 0.35
H -0.28 0.13 0.10
H 0.09 0.09 -0.43
H 0.37 -0.27 0.09
H 0.85 -0.95 0.04
H 0.18 0.06 0.33
H -0.29 -0.11 0.32
H 0.59 0.64 0.03
H 0.60 -0.01 -0.48
H -0.18 -0.22 -0.10
H -0.15 -0.01 0.49

The highest occupied orbital energy (alpha / beta) is -9.794 / -9.794 eV. The frontier orbital gap (alpha / beta) is 0.275 / 0.112 Ha. The expectation value of S² is 0.755. The net charge is +1. Its spin multiplicity is 2.



A cluster of 13 separate species, C5H38N2O14 in total, computed with ωB97M-V with the def2-TZVPD basis set.

Positions of all 59 atoms, in Å:
O1 -0.3776 4.2404 0.4746
O2 1.3401 3.0511 2.5299
O3 -3.0487 -2.2383 0.3713
O4 0.4260 -0.2925 4.2647
O5 0.2185 -1.1750 -3.8016
O6 1.0236 -2.6389 1.3416
O7 2.7096 1.6454 -1.7419
O8 1.2270 4.6282 -1.6116
O9 2.5134 2.9626 0.3541
O10 -1.2362 -2.1938 -1.8888
O11 0.9566 -3.3831 -0.8144
O12 -1.3381 1.9506 -1.3179
O13 -3.0492 -0.0508 -3.0469
O14 -1.3459 -3.6139 1.7706
N1 0.8632 -1.1732 -0.4966
N2 -1.7260 0.1963 0.5695
C1 0.8985 0.0374 0.4275
C2 2.8902 -2.3447 -0.0054
C3 -0.3663 0.1477 1.2850
C4 1.4594 -2.3972 -0.0338
C5 -2.8468 0.4220 1.5732
H1 -0.3081 -0.6336 2.0381
H2 -0.9545 3.9484 1.2544
H3 0.8571 3.7712 2.1251
H4 -1.7498 -0.6807 0.1615
H5 -2.7358 0.0660 2.6955
H6 2.3805 0.8541 -1.7552
H7 -1.8225 1.4456 -0.4715
H8 3.5004 -1.8617 -0.8758
H9 -3.2251 -2.2899 -0.6601
H10 -0.0125 -3.2825 -1.0615
H11 1.3888 4.7267 -0.6746
H12 1.3144 -0.5718 4.4988
H13 -0.8967 -3.7771 2.6544
H14 0.0689 -1.3262 -1.0581
H15 -2.7169 0.5971 -2.3223
H16 -0.1060 1.0164 2.0610
H17 -0.7463 3.6712 -0.1626
H18 -3.2649 0.2689 -3.9100
H19 3.3079 -3.3358 0.3514
H20 3.3977 2.9774 0.6239
H21 -2.8581 1.5631 1.6097
H22 -3.5819 -3.0002 0.6094
H23 1.0915 -1.4540 -4.1592
H24 1.7471 -0.1553 1.1761
H25 0.6384 3.8457 -1.6034
H26 1.5229 2.6513 1.6633
H27 0.1452 -0.9986 3.7059
H28 2.4318 2.1845 -2.4505
H29 -0.1988 -0.6357 -4.4537
H30 3.1285 -1.6968 0.8932
H31 -0.4331 -2.2388 -2.5364
H32 -3.6819 -0.1793 1.3179
H33 1.1471 0.8393 -0.1884
H34 2.4600 2.5106 -0.5364
H35 -0.4910 1.5420 -1.5414
H36 -1.0109 -2.7697 1.4673
H37 -1.9123 -1.7575 -2.3941
H38 0.9875 -3.6146 1.7049

Atomic forces in eV per Å
O -1.19 0.36 3.49
O -0.70 -0.27 0.30
O -1.32 -0.34 -3.92
O 0.41 0.46 0.67
O 1.81 -0.80 0.16
O -0.05 -1.56 1.78
O 3.74 6.06 0.67
O -0.42 -0.94 -0.87
O -2.02 -0.08 -1.49
O 1.97 -1.10 -1.02
O -0.91 -1.86 -1.80
O -1.51 0.21 0.83
O 0.95 -0.46 2.83
O 0.16 -1.24 2.24
N 2.31 1.70 1.96
N 1.42 2.06 3.53
C -0.32 -3.75 0.82
C 4.82 0.55 1.22
C 0.61 2.53 1.60
C -3.41 0.54 0.10
C 2.18 0.90 1.64
H -0.57 -0.68 -0.67
H 1.29 0.88 -1.25
H -0.20 0.80 0.47
H -0.75 -2.14 -0.90
H 0.83 0.56 -2.09
H -3.17 -7.39 -0.51
H 2.44 -0.02 -1.77
H -1.52 -1.29 1.23
H 0.81 0.47 2.98
H 1.53 0.00 1.11
H 0.25 0.13 0.52
H 0.21 0.23 0.21
H -0.92 0.42 -1.67
H -1.12 0.28 0.00
H -0.68 -0.67 -2.55
H -1.30 -0.94 -2.00
H -0.72 -1.33 -1.97
H 0.02 1.14 -0.20
H -0.32 0.94 -0.92
H 2.03 0.00 0.57
H -1.06 -1.60 0.13
H 0.15 -0.29 0.74
H -0.93 0.39 0.24
H -1.14 0.55 -1.19
H 0.34 0.80 -0.23
H 0.75 -0.40 0.30
H -0.49 -0.79 -0.59
H -0.55 0.71 -1.48
H -0.45 0.52 -0.76
H -0.10 -0.48 -1.07
H -2.32 0.44 1.02
H -1.13 0.40 -0.95
H 0.03 1.71 -0.42
H 0.61 0.54 1.26
H -0.43 -0.37 0.55
H 0.24 0.19 -0.07
H -0.65 0.61 -0.72
H 0.47 2.67 -2.08

The highest occupied orbital energy is -9.119 eV. The frontier orbital gap is 0.324 Ha. Its spin multiplicity is 1.



A structure of composition C11H11Cl2LuO3PSm, computed with ωB97M-V with the def2-TZVPD basis set.

Positions of all 30 atoms, in Å:
Lu1 -0.7898 -7.1070 -3.0305
Sm1 0.0095 -0.1071 0.0312
Cl1 0.8613 -7.3810 -1.3970
Cl2 -2.4113 0.1441 -0.0085
P1 1.6045 -0.1915 2.2838
O1 -0.1822 -9.9043 -4.2515
O2 0.3058 2.8483 -1.0636
O3 -2.8925 -6.6964 -5.2727
C1 -0.2479 3.7197 3.9733
C2 -2.0953 -6.8845 -4.4318
C3 0.1972 1.7692 -0.6544
C4 -1.0061 2.8197 3.2328
C5 -0.4318 -8.8649 -3.8123
C6 1.6803 2.2856 3.7317
C7 0.8282 -1.7931 2.7601
C8 -0.4240 1.6546 2.7484
C9 0.9219 1.3589 2.9875
C10 1.0973 3.4453 4.2215
C11 3.0420 -0.4003 3.3743
H1 -2.0582 3.0289 3.0336
H2 1.3550 -2.6059 2.2226
H3 1.6904 4.1524 4.8063
H4 2.7364 2.1214 3.9497
H5 -0.2306 -1.7829 2.4707
H6 2.7338 -0.3865 4.4409
H7 -1.0461 0.9531 2.1716
H8 -0.7014 4.6318 4.3575
H9 0.9143 -1.9448 3.8466
H10 3.5308 -1.3633 3.1536
H11 3.7776 0.3903 3.1793

Atomic forces in eV per Å
Lu 6.09 6.37 12.04
Sm -0.91 -8.52 3.27
Cl -0.24 -0.15 -0.46
Cl 0.51 -0.01 -0.11
P 1.23 0.03 1.76
O -1.21 4.94 2.08
O -0.42 -5.02 1.87
O 4.81 -1.14 5.10
C -0.13 -0.13 -0.06
C -12.65 2.36 -13.68
C 0.85 14.54 -5.03
C -0.50 0.27 -0.14
C 3.06 -12.95 -5.40
C 0.47 -0.34 -0.10
C -0.78 0.40 0.06
C -0.09 0.00 -0.68
C -0.27 -0.25 0.11
C 0.01 0.13 0.00
C 1.38 -0.08 -0.48
H 0.29 -0.08 0.07
H -0.14 0.47 0.25
H -0.13 -0.30 -0.20
H -0.36 -0.04 -0.09
H -0.16 -0.42 0.27
H -0.09 0.08 -0.74
H -0.20 0.04 0.42
H 0.08 -0.22 -0.08
H -0.24 -0.07 -0.37
H -0.16 0.36 0.10
H -0.09 -0.28 0.21

The highest occupied orbital energy (alpha / beta) is -18.882 / -18.911 eV. The frontier orbital gap (alpha / beta) is 0.088 / 0.089 Ha. The expectation value of S² is 8.791. The net charge is +4. Its spin multiplicity is 6.



Calculated E, -2666.50524, -1376.01394, -3804.89963 Eh (same order as the records).
Calculated ΔE to the lowest compared entry with this formula, charge and spin, 0.000, 8.118, 4.953 eV (same order as the records).